ORCA calculation (the ωB97M-V functional and the def2-TZVPD basis) on C3H4O4Pt as an isolated structure in a non-equilibrium geometry.

Last column: natural (NBO) charge in e.
Positions of all 12 atoms, in Å:
1 O 4.1623 -0.2575 -0.3353  -0.3390
2 C 3.1597 0.2896 -0.2076  1.0846
3 O 2.2629 1.0124 0.0345  -0.5878
4 O 0.1400 -0.6268 -0.1025  -0.7737
5 C -1.3760 -0.7148 0.0569  -0.1816
6 C -1.9057 0.6492 -0.2168  0.1009
7 O -1.1977 1.6804 0.2295  -0.5951
8 H 0.5473 -1.4486 0.1895  0.5249
9 H -1.5229 -1.0326 1.1064  0.2108
10 H -1.7824 -1.4690 -0.6281  0.2432
11 H -2.9828 0.7730 -0.3811  0.2076
12 Pt 0.4952 1.1447 0.2546  1.1050

Lowest unoccupied orbital energy (spin up / spin down) ... -4.26 / -7.15 eV
Charge ... +1
HOMO energy (spin up / spin down) ... -11.78 / -15.19 eV
Electronic energy ... -536.44676 Eh
Multiplicity ... 4
Relative energy (zero: lowest compared OMol25 entry of this formula, charge and spin) ... 0.0 kcal/mol